(1)
The following is a DFT calculation (ωB97M-V/def2-TZVPD) of a single C6H9N molecule at a distorted geometry.

```
! wB97M-V def2-TZVPD RIJCOSX def2/J DEFGRID3
* xyz 0 1
C 2.99138 0.81912 1.75234
C 1.85357 0.28255 1.24596
C 0.81661 0.46533 0.32695
C 0.01258 -0.64424 -0.25930
C -1.45502 -0.26533 -0.42464
C -1.94547 0.49386 -1.59228
N -2.20213 -0.94458 -1.48241
H 3.16952 0.64986 2.81313
H 3.79389 1.31157 1.21623
H 1.62097 -0.51212 1.96102
H 0.08865 -1.63115 0.23106
H 0.42228 -0.79781 -1.27392
H -1.97820 -0.08443 0.51572
H -1.25198 0.77696 -2.38133
H -2.77045 1.19002 -1.44573
H -3.16620 -1.10963 -1.20281
*
```

* E_HOMO (alpha / beta): -0.308 / -0.289 Ha
* LUMO (alpha / beta): -0.58 / -0.43 eV

What are the Mulliken partial charges on each atom? They are as follows, in elementary charge units: C -0.748; C -0.026; C -0.120; C -0.541; C 0.151; C -0.438; N -0.612; H 0.232; H 0.262; H 0.173; H 0.347; H 0.223; H 0.371; H 0.203; H 0.278; H 0.246



(2)
The following is a DFT calculation (ωB97M-V/def2-TZVPD) of a 3-piece molecular cluster, C6H9N overall.

```
! wB97M-V def2-TZVPD RIJCOSX def2/J DEFGRID3
* xyz 0 1
C -1.24893 1.39262 0.04216
C -0.12267 0.55465 -0.05762
C 0.08905 -0.84290 0.07286
C -0.96679 -1.88493 0.27971
C 1.47482 -1.00019 0.11900
C 2.03773 0.27803 -0.10116
N 1.07375 1.19096 -0.20560
H -2.22662 1.03070 -0.28495
H -0.52996 2.58415 -0.83578
H -1.30823 2.16612 0.80391
H -0.60436 -2.86788 -0.03790
H -1.86955 -1.65370 -0.29809
H -1.25980 -1.96731 1.33258
H 2.01301 -1.93937 0.18706
H 3.07221 0.52224 -0.31733
H 0.37635 2.43681 -0.69886
*
```

* E_HOMO (alpha / beta): -0.292 / -0.292 Ha
* LUMO (alpha / beta): -0.58 / -0.58 eV

What are the Mulliken partial charges on each atom? They are as follows, in elementary charge units: C -0.935; C 0.229; C 0.841; C -1.219; C -0.595; C -0.539; N -0.406; H 0.275; H 0.071; H 0.313; H 0.345; H 0.333; H 0.252; H 0.392; H 0.410; H 0.233



(3)
The following is a DFT calculation (ωB97M-V/def2-TZVPD) of a single C6H9N molecule at a distorted geometry.

```
! wB97M-V def2-TZVPD RIJCOSX def2/J DEFGRID3
* xyz 0 1
C -2.43455 1.69962 -2.08428
C -1.47028 1.18767 -1.17953
C -0.79201 0.40145 -0.41190
C 0.60027 0.21986 0.04375
N 0.68250 -0.37605 1.38680
C 1.86408 -1.20562 1.62835
C 0.52041 -1.82659 1.43083
H -2.51130 1.31047 -3.10116
H -0.98237 2.20757 -1.42159
H -2.94174 2.63610 -1.85633
H 1.11295 -0.40711 -0.72170
H 1.15610 1.17454 0.08123
H 2.30371 -1.12774 2.62447
H 2.58812 -1.32723 0.81524
H 0.35026 -2.35343 0.48639
H -0.04616 -2.21351 2.27944
*
```

* E_HOMO (alpha / beta): -0.281 / -0.293 Ha
* LUMO (alpha / beta): -0.16 / 0.16 eV

What are the Mulliken partial charges on each atom? They are as follows, in elementary charge units: C -1.002; C 0.075; C -0.203; C -0.136; N -0.308; C -0.437; C -0.275; H 0.273; H 0.238; H 0.312; H 0.214; H 0.349; H 0.242; H 0.215; H 0.211; H 0.233



(4)
The following is a DFT calculation (ωB97M-V/def2-TZVPD) of a single C6H9N molecule.

```
! wB97M-V def2-TZVPD RIJCOSX def2/J DEFGRID3
* xyz 0 1
C -0.21296 -1.90866 2.35941
C -0.33017 -1.56191 1.21214
C -0.46655 -1.16308 -0.19344
C -0.00774 0.26565 -0.47530
C 1.37029 0.65285 0.02034
C -1.03883 1.31740 -0.61012
N -0.42904 0.71545 -1.79983
H -0.09448 -2.21263 3.37586
H 0.12339 -1.84803 -0.81522
H -1.51022 -1.26321 -0.51683
H 1.46368 0.49238 1.09949
H 1.57277 1.71182 -0.18017
H 2.14883 0.06222 -0.47707
H -2.08499 1.06232 -0.45612
H -0.77184 2.33847 -0.34251
H 0.26785 1.33896 -2.20063
*
```

* E_HOMO: -0.350 Ha
* LUMO: 1.03 eV

What are the Mulliken partial charges on each atom? They are as follows, in elementary charge units: C 0.061; C -0.413; C -0.718; C 0.961; C -1.369; C -0.726; N -0.669; H 0.410; H 0.264; H 0.355; H 0.352; H 0.357; H 0.308; H 0.261; H 0.270; H 0.295



(5)
The following is a DFT calculation (ωB97M-V/def2-TZVPD) of a single C6H9N molecule.

```
! wB97M-V def2-TZVPD RIJCOSX def2/J DEFGRID3
* xyz 0 1
C -1.30507 -1.17739 -0.90962
C -0.78192 -0.32299 0.21632
C 0.13800 0.58527 0.00940
C 2.45128 0.89573 -0.80060
C 1.07259 1.38094 -0.43420
C -1.47770 0.35543 2.43797
N -1.36346 -0.56691 1.50417
H -0.67492 -1.04417 -1.79175
H -2.33904 -0.93208 -1.17578
H -1.26661 -2.24034 -0.63428
H 3.21527 1.66291 -0.65984
H 2.44247 0.62937 -1.86471
H 2.72664 -0.00020 -0.24031
H 0.82824 2.42203 -0.64671
H -1.97675 -0.16127 3.28666
H -1.71204 -1.52244 1.59675
*
```

* E_HOMO: -0.305 Ha
* LUMO: 0.87 eV

What are the Mulliken partial charges on each atom? They are as follows, in elementary charge units: C -1.196; C 0.279; C 0.198; C -1.001; C -0.334; C -0.565; N -0.022; H 0.305; H 0.301; H 0.363; H 0.334; H 0.254; H 0.328; H 0.319; H 0.171; H 0.265



(6)
The following is a DFT calculation (ωB97M-V/def2-TZVPD) of a single C6H9N molecule at a distorted geometry.

```
! wB97M-V def2-TZVPD RIJCOSX def2/J DEFGRID3
* xyz 0 1
C -0.08510 -2.80509 0.47919
C 0.45201 -1.58695 0.33754
C -0.33734 -0.40410 0.05628
C 0.14479 0.84112 -0.14371
C 1.63402 1.11644 -0.11769
N -0.58770 1.98115 -0.40420
C -1.87388 1.97212 -0.44875
H -1.15126 -2.98495 0.38629
H 0.54636 -3.66265 0.69092
H 1.52885 -1.48232 0.44280
H -1.40527 -0.58883 0.01828
H 2.16733 0.46634 -0.81943
H 1.85372 2.14880 -0.41357
H 2.03614 0.97274 0.89054
H -2.52444 1.09811 -0.29333
H -2.39822 2.91808 -0.66115
*
```

* E_HOMO: -0.304 Ha
* LUMO: 0.00 eV

What are the Mulliken partial charges on each atom? They are as follows, in elementary charge units: C -0.924; C -0.199; C -0.353; C 1.215; C -1.255; N -0.440; C -0.238; H 0.261; H 0.271; H 0.251; H 0.029; H 0.321; H 0.323; H 0.299; H 0.194; H 0.245



(7)
The following is a DFT calculation (ωB97M-V/def2-TZVPD) of a 2-piece molecular cluster, C6H9N overall at a distorted geometry.

```
! wB97M-V def2-TZVPD RIJCOSX def2/J DEFGRID3
* xyz 0 1
C -1.90458 0.68808 0.18514
C -0.88163 -0.23852 0.03183
C 3.34112 0.56903 0.13682
C 1.32810 -0.38490 -0.21665
C -2.94547 1.43009 -0.04836
C -1.22930 -1.75434 0.04086
N 2.05134 0.74876 -0.16051
H 3.97574 1.20034 -0.36753
H 3.57531 0.06629 0.96376
H 1.79086 -1.24901 0.21839
H 1.84168 1.60696 -0.71020
H -3.60228 2.02663 0.72305
H -3.44693 1.63148 -1.00319
H -2.30734 -1.94484 -0.20543
H -0.96431 -2.09945 1.08217
H -0.62230 -2.29658 -0.67017
*
```

* E_HOMO (alpha / beta): -0.280 / -0.266 Ha
* LUMO (alpha / beta): 0.15 / 0.35 eV

What are the Mulliken partial charges on each atom? They are as follows, in elementary charge units: C 0.246; C 0.000; C -0.669; C -0.384; C -0.697; C -1.014; N -0.027; H 0.286; H 0.337; H 0.287; H 0.284; H 0.192; H 0.239; H 0.368; H 0.246; H 0.305



(8)
The following is a DFT calculation (ωB97M-V/def2-TZVPD) of a single C6H9N molecule at a distorted geometry.

```
! wB97M-V def2-TZVPD RIJCOSX def2/J DEFGRID3
* xyz 0 1
C -0.54323 1.51500 -0.19282
C -1.45802 0.82699 0.42129
C -1.19227 -0.67954 0.63581
N -0.06418 -0.99317 -0.21035
C 1.06623 -1.82505 -0.42024
C 1.14377 -0.25783 -0.04709
C 0.79100 1.09351 -0.59670
H -0.44144 2.62437 -0.31904
H -2.30607 1.38804 0.53687
H -2.28309 -1.08974 0.36591
H -1.28277 -1.04180 1.81953
H 1.45350 -2.33706 0.54046
H 1.41326 -2.37898 -1.34278
H 1.39699 -0.06594 0.88310
H 0.99337 1.09517 -1.76529
H 1.31294 2.12603 -0.30866
*
```

* E_HOMO: -0.320 Ha
* LUMO: 1.12 eV

What are the Mulliken partial charges on each atom? They are as follows, in elementary charge units: C -0.202; C -0.526; C -0.392; N -0.049; C -0.195; C -0.630; C -0.457; H 0.221; H 0.438; H 0.250; H 0.225; H 0.231; H 0.254; H 0.330; H 0.217; H 0.286



(9)
The following is a DFT calculation (ωB97M-V/def2-TZVPD) of a single C6H9N molecule.

```
! wB97M-V def2-TZVPD RIJCOSX def2/J DEFGRID3
* xyz 0 1
C -1.10349 -1.75401 -0.13673
C -0.07664 -0.91601 0.02724
C 1.35538 -1.18422 -0.13606
C 2.00139 -0.00674 -0.13032
N 1.14306 1.08460 -0.01203
C -0.16498 0.55770 0.41464
C -1.33194 1.34136 -0.16327
H -0.93667 -2.79534 -0.39915
H -2.13516 -1.43366 -0.01809
H 1.79346 -2.15805 -0.31239
H 3.06465 0.17008 -0.25564
H 1.49144 1.87215 0.51807
H -0.21793 0.59561 1.51648
H -2.28105 0.96500 0.23361
H -1.34787 1.26109 -1.25357
H -1.25364 2.40046 0.10721
*
```

* E_HOMO: -0.277 Ha
* LUMO: 0.96 eV

What are the Mulliken partial charges on each atom? They are as follows, in elementary charge units: C -1.050; C 0.677; C -0.751; C -0.383; N -0.386; C 0.502; C -1.382; H 0.284; H 0.220; H 0.375; H 0.400; H 0.276; H 0.169; H 0.352; H 0.341; H 0.355



(10)
The following is a DFT calculation (ωB97M-V/def2-TZVPD) of C6H9N as an isolated structure.

```
! wB97M-V def2-TZVPD RIJCOSX def2/J DEFGRID3
* xyz 0 1
C 1.84856 -0.58181 -0.15226
N 0.83617 0.45164 -0.21191
C -0.12479 0.59877 0.91574
C -0.98460 1.39771 -0.10545
C -0.41302 0.26133 -1.00341
C -1.09844 -0.96116 -0.36129
C -0.89783 -0.73912 0.93765
H 2.26259 -0.73363 -1.15682
H 2.66280 -0.22945 0.49440
H 1.48238 -1.54693 0.23198
H 0.24517 1.01753 1.85526
H -0.56188 2.37710 -0.34072
H -2.06472 1.43168 0.05023
H -0.34751 0.32919 -2.09296
H -1.63198 -1.76051 -0.86217
H -1.21291 -1.31234 1.80172
*
```

* E_HOMO: -0.318 Ha
* LUMO: 1.18 eV

What are the Mulliken partial charges on each atom? They are as follows, in elementary charge units: C -0.849; N -0.275; C -0.120; C -0.691; C -0.158; C -0.484; C -0.682; H 0.287; H 0.289; H 0.334; H 0.443; H 0.313; H 0.318; H 0.456; H 0.413; H 0.406



(11)
The following is a DFT calculation (ωB97M-V/def2-TZVPD) of a single C6H9N molecule at a distorted geometry.

```
! wB97M-V def2-TZVPD RIJCOSX def2/J DEFGRID3
* xyz 0 1
C -0.99750 -0.83228 3.34129
C -0.89225 -0.62153 1.88716
C -0.76623 -0.47519 0.69214
C -0.39640 -0.37956 -0.73175
C 0.55195 0.75134 -1.10907
C 1.48534 0.47834 -2.21610
N 0.19194 1.08819 -2.49274
H -0.01170 -0.76876 3.81800
H -1.40299 -1.82423 3.57094
H -1.64372 -0.09138 3.82473
H -1.10050 -0.11059 -1.56021
H 0.03957 -1.34851 -1.01102
H 0.75981 1.53413 -0.37980
H 1.59006 -0.56060 -2.52993
H 2.36534 1.09666 -2.34905
H 0.22729 2.06396 -2.75459
*
```

* E_HOMO: -0.339 Ha
* LUMO: 1.08 eV

What are the Mulliken partial charges on each atom? They are as follows, in elementary charge units: C -1.227; C 1.074; C -0.550; C -0.888; C 0.038; C -0.412; N -0.546; H 0.280; H 0.288; H 0.291; H 0.309; H 0.259; H 0.423; H 0.189; H 0.276; H 0.197



(12)
The following is a DFT calculation (ωB97M-V/def2-TZVPD) of a single C6H9N molecule at a distorted geometry.

```
! wB97M-V def2-TZVPD RIJCOSX def2/J DEFGRID3
* xyz 0 1
C -1.66769 -0.42141 0.91874
C -0.46012 -0.59773 0.07580
C -0.45240 -0.51499 -1.34759
C -0.05818 1.03172 -1.60067
C 0.92283 1.34778 -0.73226
C 1.63213 0.39541 0.22895
N 0.70122 -0.63343 0.75191
H -2.30716 0.36109 0.49307
H -1.40444 -0.13628 1.94983
H -2.19411 -1.37245 0.92107
H -1.43149 -0.75294 -1.73458
H 0.32709 -1.12353 -1.80918
H 1.35407 2.35468 -0.75530
H 2.44774 -0.13104 -0.27127
H 1.97816 0.88104 1.14559
H 0.61235 -0.68789 1.76590
*
```

* E_HOMO: -0.262 Ha
* LUMO: 0.38 eV

What are the Mulliken partial charges on each atom? They are as follows, in elementary charge units: C -1.324; C 0.634; C -0.466; C -0.675; C -0.241; C -0.558; N -0.292; H 0.355; H 0.394; H 0.304; H 0.327; H 0.307; H 0.350; H 0.237; H 0.329; H 0.319



(13)
The following is a DFT calculation (ωB97M-V/def2-TZVPD) of a single C6H9N molecule.

```
! wB97M-V def2-TZVPD RIJCOSX def2/J DEFGRID3
* xyz 0 1
C -0.98956 1.67028 -0.41353
C -0.10763 0.47991 -0.12275
C 0.71318 0.52339 1.12327
N 1.17506 -0.57652 1.56373
C 0.45297 -1.64589 0.87349
C -0.34389 -1.02026 -0.27410
C 0.51547 -0.30583 -1.25933
H -1.67102 1.89163 0.41503
H -1.57863 1.54730 -1.32662
H -0.34648 2.54951 -0.55793
H 0.76138 1.40028 1.76416
H -0.21704 -2.00843 1.65902
H 1.12722 -2.45152 0.57325
H -1.30559 -1.43712 -0.56573
H 0.09271 -0.11950 -2.24444
H 1.58297 -0.52041 -1.25363
*
```

* E_HOMO: -0.344 Ha
* LUMO: 1.04 eV

What are the Mulliken partial charges on each atom? They are as follows, in elementary charge units: C -1.503; C 1.245; C -0.449; N -0.582; C -0.540; C -0.256; C -0.893; H 0.338; H 0.360; H 0.344; H 0.419; H 0.315; H 0.314; H 0.366; H 0.292; H 0.232



(14)
The following is a DFT calculation (ωB97M-V/def2-TZVPD) of a single C6H9N molecule.

```
! wB97M-V def2-TZVPD RIJCOSX def2/J DEFGRID3
* xyz 0 1
C -0.11600 -0.59461 1.88255
C -0.11812 0.26462 0.64294
C -0.77166 1.52196 0.47935
C -0.85198 1.77579 -0.86267
N -0.20437 0.76234 -1.52386
C 0.25102 -0.16395 -0.61106
C 1.07360 -1.36122 -0.96213
H 0.80059 -0.54901 2.47609
H -0.28159 -1.65111 1.63111
H -0.92995 -0.32648 2.56870
H -1.11905 2.16899 1.27442
H -1.33342 2.57640 -1.40530
H -0.33388 0.57472 -2.50520
H 1.64485 -1.62203 -0.06616
H 1.79863 -1.13496 -1.75219
H 0.49132 -2.24144 -1.26658
*
```

* E_HOMO: -0.286 Ha
* LUMO: 1.06 eV

What are the Mulliken partial charges on each atom? They are as follows, in elementary charge units: C -1.311; C 0.992; C -0.692; C -0.571; N -0.032; C -0.036; C -1.291; H 0.283; H 0.330; H 0.359; H 0.383; H 0.393; H 0.238; H 0.307; H 0.375; H 0.274



(15)
The following is a DFT calculation (ωB97M-V/def2-TZVPD) of a single C6H9N molecule at a distorted geometry.

```
! wB97M-V def2-TZVPD RIJCOSX def2/J DEFGRID3
* xyz 0 1
C -0.07643 -0.80464 -1.21275
C 0.86429 -1.11591 -0.41036
C 0.65252 -0.39907 0.82471
C 0.85084 1.07292 0.41675
C -0.48504 1.45903 -0.36182
C -1.07511 0.00392 -0.31774
N -0.76086 -0.38015 1.06128
H -0.28212 -1.28107 -2.21342
H 1.69179 -1.90853 -0.70180
H 1.05533 -0.95254 1.66588
H 1.58945 1.30968 -0.32144
H 1.05034 1.73889 1.24854
H -1.06407 2.22506 0.15767
H 0.10950 1.48947 -1.40574
H -1.99964 -0.06980 -0.96608
H -1.21100 -1.18759 1.47468
*
```

* E_HOMO: -0.329 Ha
* LUMO: 1.11 eV

What are the Mulliken partial charges on each atom? They are as follows, in elementary charge units: C -0.631; C -0.347; C -0.119; C -0.870; C -0.568; C -0.023; N -0.490; H 0.347; H 0.263; H 0.493; H 0.380; H 0.297; H 0.347; H 0.256; H 0.361; H 0.305



Record-wise energy above the lowest of the compared OMol25 structures with the same formula, charge and spin values, in kcal/mol: 137.0, 102.8, 158.9, 66.0, 96.1, 48.9, 199.8, 133.2, 24.2, 63.7, 80.2, 98.6, 35.5, 6.2, 83.8